[1]
The following is a quantum chemistry calculation of the molecule C3H10N2 at a distorted geometry, from OMol25.

Summary:
Total charge = 0
Kohn-Sham gap = 9.81 eV
HOMO = -8.6 eV

Last column: Mulliken charge in e.
Cartesian coordinates (Å):
N  1.97889  1.47509  -0.13794  -0.51
C  1.11094  0.50493  -0.75608  -0.42
C  -0.01080  0.14665  0.30085  -0.59
C  -1.12476  -0.87967  -0.23269  -0.62
N  -1.82038  -1.38500  0.83316  -0.54
H  2.46853  2.08093  -0.78055  0.19
H  1.57841  2.07477  0.55563  0.22
H  0.59478  0.49648  -1.73652  0.30
H  1.78732  -0.42734  -0.83264  0.18
H  -0.65850  1.08254  0.45619  0.29
H  0.46418  -0.17214  1.23716  0.35
H  -1.82251  -0.12852  -0.73795  0.25
H  -0.66630  -1.52810  -0.93720  0.45
H  -2.25240  -0.55390  1.38939  0.24
H  -2.45530  -2.18682  0.64741  0.20



[2]
The following is a quantum chemistry calculation of a cluster of 2 separate species, C3H10N2O in total at a distorted geometry, from OMol25.

Summary:
Total charge = 0
Kohn-Sham gap = 8.19 eV
HOMO = -7.2 eV

Last column: Mulliken charge in e.
Cartesian coordinates (Å):
C  -0.43470  2.23361  1.39401  -1.00
C  0.04265  1.07312  0.64369  0.61
N  0.52268  1.17182  -0.78557  -0.59
C  0.64465  0.00012  1.29376  -0.39
N  1.38395  -0.95595  0.52469  -0.44
H  -1.59725  2.20711  1.53681  0.22
H  -0.05137  2.11141  2.42068  0.26
H  0.06203  3.21190  1.02615  0.32
H  1.46532  0.99014  -0.92519  0.10
H  0.14365  2.00034  -1.17308  0.22
H  0.83995  0.20975  2.31885  0.23
H  1.72705  -0.65016  -0.42688  0.22
H  2.12714  -1.48936  0.95204  0.23
O  -1.93775  -2.87524  -2.32485  -0.65
H  -2.56005  -3.09912  -3.03133  0.31
H  -1.51648  -3.84227  -2.26179  0.33



[3]
The following is a quantum chemistry calculation of a cluster of 2 separate species, C3H10N2O in total at a distorted geometry, from OMol25.

Summary:
Total charge = 0
Kohn-Sham gap = 9.46 eV
HOMO = -8.5 eV

Last column: Mulliken charge in e.
Cartesian coordinates (Å):
C  1.93625  0.94986  1.01685  -0.61
C  2.05304  -0.36741  0.87785  -0.07
N  1.03492  -1.18816  0.29839  -0.41
H  2.84065  1.49049  1.27438  0.24
H  1.01384  1.48252  0.85171  0.22
H  3.00667  -0.86245  0.95570  0.26
H  0.79144  -0.94135  -0.64075  0.17
H  1.27334  -2.16925  0.29707  0.24
N  -1.23819  0.92556  -0.21353  -0.49
C  -1.83178  0.02185  -1.20296  -0.29
O  -2.15661  -1.23386  -0.65621  -0.48
H  -1.35942  0.72139  0.77106  0.22
H  -1.46126  1.90705  -0.29871  0.20
H  -1.12311  -0.05469  -2.02983  0.25
H  -2.75908  0.46352  -1.59144  0.26
H  -2.02069  -1.14507  0.29042  0.32



[4]
The following is a quantum chemistry calculation of a cluster of 2 separate species, C3H10N2O in total, from OMol25.

Summary:
Total charge = 0
Kohn-Sham gap = 10.00 eV
HOMO = -9.0 eV

Last column: Mulliken charge in e.
Cartesian coordinates (Å):
C  0.45779  1.98317  -1.00955  -0.89
N  0.11180  0.57907  -0.83397  -0.18
C  1.28633  -0.27328  -0.71841  -0.49
O  0.92304  -1.60069  -0.51374  -0.55
H  1.04423  2.29104  -0.14224  0.31
H  -0.45116  2.57883  -1.06758  0.29
H  1.03042  2.18665  -1.92877  0.30
H  -0.43865  0.21775  -1.60263  0.20
H  1.90037  -0.26570  -1.62867  0.32
H  1.90184  0.12343  0.09686  0.32
H  0.42362  -1.66920  0.32116  0.38
C  -1.76028  -0.86978  1.68634  -0.28
N  -0.99742  -1.87130  1.66494  -0.44
H  -1.54802  -0.06387  0.98685  0.23
H  -2.61284  -0.76312  2.35122  0.26
H  -1.27107  -2.58301  2.33819  0.21



[5]
The following is a quantum chemistry calculation of a cluster of 2 separate species, C3H10N2O in total at a distorted geometry, from OMol25.

Summary:
Total charge = 0
Kohn-Sham gap = 9.02 eV
HOMO = -8.9 eV

Last column: Mulliken charge in e.
Cartesian coordinates (Å):
H  1.49055  -1.39732  0.85657  0.37
N  1.20688  -1.46088  -0.20451  -0.74
C  1.48567  -0.17843  -0.02674  -0.23
N  0.75072  0.74340  0.74764  -0.34
C  -0.09552  1.59075  -0.13327  -0.56
C  -1.09352  0.80961  -0.99079  -0.90
H  2.49657  0.13698  -0.31880  0.47
H  0.19354  0.14356  1.36279  0.35
H  0.63101  2.07542  -0.78661  0.33
H  -0.62072  2.32988  0.46464  0.34
H  -1.67645  0.10091  -0.39939  0.27
H  -0.49729  0.22961  -1.69044  0.30
H  -1.74140  1.47721  -1.54954  0.36
O  -1.09049  -1.94299  1.10512  -0.73
H  -0.23167  -1.77139  0.61517  0.43
H  -1.20789  -2.88632  0.94817  0.30



[6]
The following is a quantum chemistry calculation of a cluster of 2 separate species, C3H10N2O in total at a distorted geometry, from OMol25.

Summary:
Total charge = 0
Kohn-Sham gap (spin up / spin down) = 8.80 / 8.71 eV
HOMO (spin up / spin down) = -8.1 / -8.2 eV

Last column: Mulliken charge in e.
Cartesian coordinates (Å):
C  3.25913  0.47599  -0.01825  -0.84
C  1.98272  1.07897  0.28211  -0.27
N  0.81339  0.87521  -1.02870  -0.01
O  -0.36128  1.32320  -0.86965  -0.43
H  2.96990  -0.63153  0.13729  0.22
H  3.43857  0.62016  -1.13451  0.22
H  4.09109  0.72312  0.63100  0.32
H  1.68853  1.43845  1.17912  0.54
H  1.45873  0.74038  -1.84596  0.25
C  -2.82451  -1.52274  0.14345  -0.72
N  -2.67592  -0.08140  0.44184  -0.42
H  -2.34895  -1.80893  -0.75954  0.22
H  -2.39711  -2.02233  0.95986  0.28
H  -3.83564  -1.85303  0.12765  0.31
H  -1.82681  0.22718  0.86138  0.15
H  -3.43183  0.41731  0.89292  0.19



[7]
The following is a quantum chemistry calculation of a cluster of 2 separate species, C3H10N2O2 in total at a distorted geometry, from OMol25.

Summary:
Total charge = 0
Kohn-Sham gap = 9.43 eV
HOMO = -8.8 eV

Last column: Mulliken charge in e.
Cartesian coordinates (Å):
N  -1.32028  -0.69891  0.76256  -0.55
C  -0.42924  -1.22136  -0.26591  -0.65
N  0.94340  -1.52930  0.07953  -0.28
C  1.95225  -0.47238  0.13205  -0.73
C  1.72561  0.77215  0.93697  0.05
O  1.06405  0.82111  1.94519  -0.46
H  -1.23470  -1.28818  1.57544  0.26
H  -1.08098  0.26224  0.99116  0.30
H  -0.89104  -2.18379  -0.48821  0.40
H  -0.41202  -0.62309  -1.17390  0.32
H  1.14341  -2.15717  0.83042  0.26
H  2.18753  -0.21978  -0.90835  0.34
H  2.94444  -0.86511  0.34179  0.40
H  2.39410  1.62840  0.71681  0.35
O  -2.94654  2.14299  -2.69319  -0.64
H  -2.71181  2.47906  -3.57187  0.32
H  -2.58446  1.25182  -2.70210  0.32



[8]
The following is a quantum chemistry calculation of a cluster of 2 separate species, C3H10N2O2 in total at a distorted geometry, from OMol25.

Summary:
Total charge = 0
Kohn-Sham gap = 9.68 eV
HOMO = -9.3 eV

Last column: Mulliken charge in e.
Cartesian coordinates (Å):
N  2.25056  -1.24646  -1.18498  -0.58
C  1.69957  -0.20751  -0.31767  -0.56
C  0.42070  -0.77651  0.36123  -0.39
C  0.00085  0.10054  1.53913  0.37
N  -1.35238  0.22473  1.70578  -0.39
O  0.79866  0.57958  2.31469  -0.60
H  1.56613  -1.58902  -1.84730  0.20
H  3.04609  -0.88907  -1.68704  0.22
H  2.41632  0.06716  0.42152  0.38
H  1.35436  0.69443  -0.83896  0.26
H  0.71974  -1.73546  0.78302  0.28
H  -0.36498  -0.73461  -0.37683  0.31
H  -1.64425  0.93038  2.36193  0.26
H  -1.94817  0.08564  0.91268  0.24
O  -2.63104  1.64323  -1.25809  -0.65
H  -3.51789  1.97709  -1.07664  0.32
H  -2.81427  0.87587  -1.81248  0.32



Summary of energy above the lowest of the compared OMol25 structures with the same formula, charge and spin in kcal/mol
35.72 65.22 50.49 39.95 88.60 158.71 53.04 16.95
(order as listed above)